Here is a molecular structure, CH8N5 at a distorted geometry from OMol25. Energies are from ωB97M-V with the def2-TZVPD basis set.

The geometry in XYZ format:
```
14
Properties=species:S:1:pos:R:3:forces:R:3:mulliken_charge:R:1
C 0.267527 -0.240314 -0.311259 -2.9642 -4.5936 -0.5501 -0.04
N 1.425221 0.048951 -0.308344 5.7645 1.0071 0.2347 0.48
N 2.668954 -0.036804 -0.505776 -1.9070 -0.1238 0.5024 -0.35
N -0.062694 -2.144935 0.114069 -0.1877 3.9179 -0.4350 -0.54
N 3.538444 0.281194 0.399526 0.0867 -0.4662 -0.8673 -0.14
N -2.013146 1.118070 -0.022803 -1.7831 1.2741 -0.9501 -0.85
H -0.596414 0.484560 -0.613474 0.2117 -0.9824 0.9366 0.52
H 0.730963 -2.663881 -0.246901 0.6379 0.3612 -0.2072 0.27
H -0.779469 -2.300395 -0.593574 -0.2418 0.0656 0.0123 0.27
H 3.435934 0.585234 1.343172 -1.0246 0.1804 0.7441 0.26
H 4.470449 0.030899 0.133088 0.3742 0.1452 -0.3816 0.29
H -1.887203 1.902113 0.598619 0.6345 -0.2282 1.0563 0.27
H -2.436581 0.327461 0.448780 0.1571 0.0378 0.5680 0.29
H -2.821463 1.543592 -0.495555 0.2419 -0.5951 -0.6632 0.27
```
Positions in Å, forces in eV/Å.

Its strongest force on any atom is 5.86 eV Å⁻¹. As for the charge: +1. The LUMO energy (spin up / spin down) is -5.46 / -5.46 eV. For the total energy, the calculation gives -316.23797 a.u. As for the frontier orbital gap (spin up / spin down): 8.2782 / 8.2793 eV.